DFT (ωB97M-V/def2-TZVPD) results for a cluster of 2 separate species, C4H11NO3 in total in a non-equilibrium geometry.

Each line ends with the Mulliken charge.
Cartesian coordinates (Å):
1 N 0.20105 0.27308 -1.34780  -0.71
2 C -0.50283 -0.05794 -0.13803  0.35
3 C 0.47602 0.10911 1.12469  -0.74
4 O 0.97336 -1.20542 1.39335  -0.55
5 C -1.82701 0.58683 0.06955  -0.21
6 C -2.94252 0.19627 -0.74850  -0.09
7 O -3.84788 1.07052 -0.79666  -0.53
8 H 0.11820 -0.49040 -2.03604  0.26
9 H 1.24242 0.46213 -1.31544  0.23
10 H -0.81903 -1.14957 -0.25550  0.17
11 H -0.01510 0.43679 2.04288  0.37
12 H 1.24614 0.85547 0.84568  0.37
13 H 1.93280 -1.03961 1.37229  0.38
14 H -2.15465 0.27177 1.08733  0.25
15 H -1.75744 1.73226 -0.04550  0.16
16 H -2.94000 -0.76542 -1.29735  0.32
17 O 3.16378 -0.35662 0.11079  -0.60
18 H 3.85308 -0.03183 0.56956  0.28
19 H 3.59961 -0.89743 -0.63531  0.29

Force components x, y, z for each atom (eV/Å):
1.6 0.1 -2.0
0.9 -2.0 1.3
-1.6 -0.9 -1.2
1.2 1.1 0.2
1.4 2.3 1.3
-3.1 3.5 -1.0
1.4 -3.4 -0.7
-0.1 0.7 0.5
-1.9 -0.3 0.7
0.9 0.8 0.8
-0.4 0.3 -0.3
-0.2 -0.6 0.2
-0.4 -0.9 -0.1
0.2 0.6 -0.3
-0.2 -1.7 0.7
-0.4 0.2 0.1
-2.1 -3.0 -4.5
3.9 1.9 2.5
-1.2 1.2 1.8

Calculated values
- Max |F|: 0.112 Eh/bohr
- HOMO energy: -8.93 eV
- Frontier orbital gap: 9.0 eV
- Electronic energy: -11956.933 eV
- Lowest unoccupied orbital energy: 0.089 eV
- SMILES string: N[C@@H](CO)CC=O.O
- ΔE to the lowest compared entry with this formula, charge and spin: 73.25 kcal/mol
- Charge: 0

DFT (ωB97M-V/def2-TZVPD) results for a cluster of 3 separate species, C19H29F6NO9 in total.

Each line ends with the Mulliken charge.
Cartesian coordinates (Å):
1 C -3.82892 4.53150 -1.19195  -1.45
2 C -3.18549 3.14129 -1.16583  0.03
3 C -2.21910 2.93961 -2.33011  -0.49
4 C -1.45440 1.62619 -2.29675  -0.37
5 O -0.29384 1.67708 -1.46361  -0.25
6 C -0.40248 1.19360 -0.16905  -0.83
7 C -0.15231 2.27497 0.92086  -0.06
8 O -0.41846 3.44417 0.83994  -0.57
9 N 0.46019 1.65232 2.04448  -0.42
10 C 0.44380 0.20408 1.74483  -0.32
11 C 1.29586 -0.61968 2.71111  -0.89
12 C 1.86705 -1.90421 2.17640  -0.12
13 O 2.30632 -2.76202 2.90315  -0.52
14 C 0.65059 0.14350 0.22143  0.51
15 C 2.02980 0.64425 -0.26337  -0.62
16 O 2.98801 0.39879 0.76307  -0.18
17 O 4.28325 0.63896 0.21291  -0.45
18 H -4.22134 4.76208 -2.18860  0.34
19 H -3.10848 5.30591 -0.91943  0.33
20 H -4.66634 4.59723 -0.49135  0.39
21 H -2.65158 3.03388 -0.21757  0.04
22 H -3.98028 2.38629 -1.20307  0.25
23 H -1.50764 3.76913 -2.38456  0.20
24 H -2.78872 2.95904 -3.26948  0.52
25 H -1.09780 1.38396 -3.30042  -0.05
26 H -2.11693 0.80632 -1.98642  0.41
27 H -1.40302 0.79282 0.06494  0.53
28 H 1.41483 1.99203 2.13230  0.41
29 H -0.59712 -0.10258 1.90065  0.55
30 H 0.69159 -0.89051 3.58348  0.47
31 H 2.12946 -0.02533 3.09626  0.33
32 H 1.88584 -2.05680 1.08531  0.45
33 H 0.47800 -0.82996 -0.24525  0.78
34 H 2.01655 1.71508 -0.51101  0.19
35 H 2.33214 0.11307 -1.17023  0.49
36 H 4.44115 1.57038 0.43568  0.31
37 C 0.03201 -4.75857 4.14231  -0.92
38 C -0.18811 -6.09296 4.81574  -0.44
39 O -1.58869 -6.32099 5.09896  -0.31
40 C -2.32314 -6.75120 4.08832  0.32
41 O -1.96454 -6.98282 2.97242  -0.51
42 C -3.77703 -6.96802 4.56221  0.92
43 F -4.21140 -5.93443 5.28892  -0.25
44 F -3.84437 -8.07076 5.31946  -0.25
45 F -4.58629 -7.12189 3.52084  -0.24
46 H -0.38918 -3.95557 4.74901  0.29
47 H 1.09532 -4.57454 4.01200  0.37
48 H -0.44394 -4.73519 3.16196  0.33
49 H 0.29604 -6.12741 5.78881  0.35
50 H 0.19118 -6.91656 4.21236  0.35
51 C 3.09704 3.33459 -2.79129  -0.70
52 C 3.12847 3.52675 -4.29163  -0.37
53 O 2.63975 2.34986 -4.97293  -0.35
54 C 1.32503 2.23049 -5.03481  0.42
55 O 0.50534 2.99353 -4.61853  -0.50
56 C 0.94632 0.91081 -5.74158  0.87
57 F 1.68149 -0.10878 -5.29047  -0.25
58 F 1.13019 1.01449 -7.06117  -0.26
59 F -0.33358 0.64540 -5.50158  -0.24
60 H 3.66399 2.44585 -2.51070  0.26
61 H 3.53927 4.20092 -2.30001  0.41
62 H 2.07421 3.21887 -2.43192  0.07
63 H 4.14549 3.65306 -4.65480  0.35
64 H 2.53894 4.38864 -4.60067  0.33

Force components x, y, z for each atom (eV/Å):
-0.1 -0.1 0.0
-0.1 0.3 0.1
-0.2 -0.1 -0.1
-0.1 0.1 -0.3
0.0 -0.1 0.0
-0.2 0.0 0.5
0.0 0.3 0.1
0.3 -0.3 -0.1
-0.1 -0.2 -0.6
0.0 -0.1 0.1
-0.2 0.2 0.1
0.2 -0.4 0.2
-0.1 0.2 -0.2
0.4 0.1 -0.4
0.0 0.0 -0.1
0.1 0.0 0.0
-0.1 0.1 -0.1
0.1 0.0 0.1
0.0 -0.1 -0.1
0.1 0.0 0.0
-0.1 -0.1 0.0
0.2 0.0 0.0
0.0 -0.1 0.0
0.1 0.0 0.1
0.0 0.1 0.2
0.1 0.0 0.1
0.1 0.0 -0.3
-0.1 0.1 0.4
0.1 -0.1 0.0
0.1 0.1 0.0
0.0 -0.1 -0.1
0.0 0.1 -0.1
-0.3 0.0 0.3
0.0 -0.1 0.1
0.0 0.0 0.1
0.0 -0.1 0.0
-0.2 0.0 0.0
0.3 0.0 0.0
-0.1 0.0 0.0
0.1 0.0 0.1
0.0 0.0 -0.1
0.0 0.0 -0.1
0.0 0.0 0.0
0.0 0.0 0.0
0.0 0.0 0.0
0.1 0.0 0.0
0.0 0.0 0.0
0.0 0.0 0.0
-0.1 0.0 0.0
-0.1 0.0 0.0
-0.1 -0.1 0.0
0.2 0.3 0.1
0.0 0.0 -0.1
0.1 0.0 0.1
-0.1 0.1 0.0
0.0 0.1 0.2
0.0 0.0 0.0
0.0 0.0 0.0
-0.1 -0.2 -0.2
0.1 0.0 0.0
0.0 0.0 0.0
0.0 0.0 0.0
0.0 -0.1 0.0
-0.1 -0.1 0.0

Calculated values
- Max |F|: 0.014 Eh/bohr
- HOMO energy: -9.66 eV
- Frontier orbital gap: 9.9 eV
- Electronic energy: -56393.213 eV
- Lowest unoccupied orbital energy: 0.279 eV
- SMILES string: CCCCO[C@@H]1C(=O)N[C@H](CC=O)[C@@H]1COO.CCOC(=O)C(F)(F)F.CCOC(=O)C(F)(F)F
- ΔE to the lowest compared entry with this formula, charge and spin: 0.00 kcal/mol
- Charge: 0

DFT (ωB97M-V/def2-TZVPD) results for an isolated molecule of C20H27N3O5S.

Each line ends with the Mulliken charge.
Cartesian coordinates (Å):
1 C 1.61072 4.61396 -4.92786  -1.12
2 C 1.48746 3.44025 -5.89859  -0.30
3 O 1.29038 2.19391 -5.27318  -0.33
4 C 2.42114 1.67570 -4.61002  -0.62
5 C 2.07732 0.28484 -4.08831  -0.60
6 C 1.03967 0.35604 -2.97538  -1.02
7 N 0.67476 -0.97953 -2.56121  -0.08
8 C -0.26300 -1.18613 -1.61592  0.30
9 S -1.11749 0.07354 -0.94496  -0.34
10 N -0.51937 -2.46786 -1.25888  0.23
11 C -0.04308 -3.58958 -2.03912  -1.21
12 C 1.31536 -4.12846 -1.54956  -0.38
13 O 2.30384 -3.13287 -1.54654  -0.67
14 C -1.34184 -2.74494 -0.10147  -1.12
15 C -1.03286 -1.87070 1.08670  0.47
16 C -2.01186 -1.50469 1.95309  -0.45
17 C -1.75209 -0.69451 3.09210  0.83
18 C -2.74246 -0.29666 3.99470  -1.05
19 C -2.43918 0.51605 5.06672  0.38
20 C -1.12019 0.97774 5.24416  0.34
21 C -0.12380 0.57080 4.37440  -0.71
22 C -0.42706 -0.26684 3.30727  -0.15
23 N 0.54220 -0.69992 2.44326  0.07
24 C 0.35256 -1.51080 1.35671  0.29
25 O 1.33467 -1.88133 0.71719  -0.80
26 O -0.78108 1.82686 6.26045  -0.47
27 C -1.89246 2.43379 6.88476  -0.45
28 C -2.97558 1.39197 7.15437  -0.46
29 O -3.44362 0.85263 5.93873  -0.48
30 H 2.54460 4.57098 -4.37274  0.31
31 H 0.78301 4.59568 -4.22348  0.28
32 H 1.58310 5.54758 -5.48289  0.40
33 H 2.37610 3.39839 -6.54864  0.33
34 H 0.60216 3.57487 -6.52575  0.30
35 H 2.71461 2.32169 -3.77043  0.32
36 H 3.26932 1.61773 -5.31184  0.38
37 H 2.98642 -0.19373 -3.71845  0.42
38 H 1.67858 -0.30595 -4.91402  0.28
39 H 0.14357 0.86874 -3.33462  0.45
40 H 1.43209 0.92894 -2.12370  0.31
41 H 1.41539 -1.67246 -2.62550  0.39
42 H 0.04531 -3.27255 -3.08180  0.49
43 H -0.78679 -4.38999 -1.98923  0.47
44 H 1.20175 -4.55778 -0.54676  0.29
45 H 1.65160 -4.91482 -2.23175  0.44
46 H 2.14835 -2.58666 -0.75206  0.56
47 H -2.40435 -2.62290 -0.35317  0.24
48 H -1.16785 -3.79014 0.17569  0.44
49 H -3.03447 -1.79546 1.76046  0.41
50 H -3.76171 -0.62140 3.86256  0.48
51 H 0.88164 0.92502 4.53809  0.42
52 H 1.49806 -0.40439 2.60494  0.23
53 H -1.52311 2.87481 7.81151  0.34
54 H -2.30015 3.22117 6.23650  0.29
55 H -3.84028 1.83642 7.64896  0.34
56 H -2.56005 0.59300 7.78449  0.29

Force components x, y, z for each atom (eV/Å):
0.0 -0.4 -0.1
0.0 0.3 -0.1
-0.1 -0.2 0.1
0.2 -0.2 0.0
-0.2 0.4 0.0
0.0 0.3 -0.2
0.3 -0.3 -0.1
-0.3 0.0 -0.2
-0.3 0.7 -0.1
0.1 0.0 -0.3
0.5 -0.3 0.0
-0.5 -0.2 -0.1
0.2 0.3 0.1
0.0 0.1 0.1
-0.6 -0.3 0.5
0.6 -0.4 -0.4
0.4 0.3 0.3
0.3 0.2 0.2
0.0 -0.1 0.0
0.0 -0.1 -0.2
-0.2 0.1 0.2
-0.7 0.1 0.2
0.4 0.1 -0.1
0.1 0.1 0.4
0.3 -0.1 0.0
0.2 -0.3 -0.2
-0.6 0.0 0.2
0.4 0.3 0.3
-0.1 0.0 -0.3
0.1 0.1 0.1
-0.1 0.0 0.1
0.0 0.1 0.0
-0.1 0.0 0.0
0.1 0.0 0.0
0.0 0.0 -0.1
-0.1 0.0 0.1
0.1 0.0 0.0
0.1 -0.1 -0.1
0.1 0.0 0.1
-0.1 0.0 -0.1
-0.1 0.0 0.1
-0.1 -0.1 0.1
0.0 0.0 -0.1
0.0 0.0 -0.1
-0.1 0.0 0.1
0.0 -0.1 0.0
0.1 -0.1 0.1
0.0 0.1 -0.1
-0.1 0.0 -0.1
-0.2 -0.1 0.0
0.1 0.1 0.0
-0.1 -0.1 -0.1
-0.1 0.0 -0.1
0.1 -0.1 0.1
0.1 0.0 0.0
-0.1 0.1 0.0

Calculated values
- Max |F|: 0.017 Eh/bohr
- HOMO energy: -7.29 eV
- Frontier orbital gap: 7.7 eV
- Electronic energy: -46721.611 eV
- Lowest unoccupied orbital energy: 0.385 eV
- SMILES string: CCOCCCNC(=S)N(CCO)Cc1cc2cc3c(cc2[nH]c1=O)OCCO3
- ΔE to the lowest compared entry with this formula, charge and spin: 70.45 kcal/mol
- Charge: 0